The following is a quantum chemistry calculation of one molecule with the formula C20H24N2O3, from OMol25.

As for the LUMO energy: 0.366 eV. The total energy is -1111.793416 a.u. The molecular weight is 340.423 g mol⁻¹. As for the energy above the lowest of the compared OMol25 structures with the same formula, charge and spin: 0.9375 eV. The calculation puts the frontier orbital gap at 9.1 eV.

CARTESIAN COORDINATES (ANGSTROEM)
C 0.5350 1.0547 -4.4920
C 1.2334 0.5984 -3.2208
O 2.3517 -0.1789 -3.6015
C 3.0954 -0.7795 -2.6388
C 4.1287 -1.6065 -3.0892
C 4.9403 -2.2633 -2.1887
C 4.7315 -2.1253 -0.8258
C 3.6948 -1.3228 -0.3715
C 3.4965 -1.1596 1.0949
O 4.4134 -0.9815 1.8696
N 2.2054 -1.1608 1.5515
C 1.0239 -1.5191 0.8939
C 0.9847 -2.5616 -0.0299
C -0.2051 -2.8823 -0.6570
C -1.3635 -2.1849 -0.3660
C -1.3391 -1.1509 0.5642
C -2.6252 -0.4500 0.8705
O -3.6951 -1.0256 0.8567
N -2.5021 0.8730 1.1268
C -3.6269 1.7017 1.4891
C -3.6042 2.1237 2.9654
C -4.9129 2.8275 3.3122
C -2.4148 3.0348 3.2619
C -0.1463 -0.8288 1.1986
C 2.8910 -0.6299 -1.2736
H 1.2172 1.6442 -5.0982
H -0.3335 1.6568 -4.2414
H 0.2166 0.1913 -5.0693
H 0.5492 -0.0031 -2.6046
H 1.5610 1.4694 -2.6356
H 4.2732 -1.7082 -4.1530
H 5.7414 -2.8904 -2.5495
H 5.3575 -2.6344 -0.1100
H 2.1127 -0.8729 2.5185
H 1.8807 -3.1231 -0.2420
H -0.2280 -3.6936 -1.3685
H -2.3007 -2.4343 -0.8382
H -1.5930 1.3036 1.0998
H -4.5201 1.1043 1.2916
H -3.6429 2.5910 0.8500
H -3.5179 1.2171 3.5737
H -5.7603 2.1720 3.1290
H -4.9226 3.1169 4.3602
H -5.0331 3.7240 2.7074
H -2.4490 3.9215 2.6316
H -1.4705 2.5226 3.0899
H -2.4358 3.3546 4.3009
H -0.1133 -0.0576 1.9565
H 2.1207 0.0255 -0.8991